# 1
185
Properties=species:S:1:pos:R:3 method="wB97M-V/def2-TZVPD" orbital_gap_ev="5.804 / 2.942" homo_energy_ev="-13.248 / -13.166" largest_force_ha_per_bohr=0.0757 molar_mass_da=918.58 total_charge=+4 lumo_energy_ev="-7.4 / -10.2" s2=0.755 spin_multiplicity=2
C 0.14580 1.23224 1.36077
O 1.05466 0.92892 2.38626
H -0.82050 1.55052 1.75201
H 0.42452 2.10057 0.76376
H -0.18980 0.47120 0.65629
C 0.81918 -2.84564 -0.21354
C -0.62959 -3.06599 0.30369
C -0.67197 -3.01924 1.82925
C -2.04857 -3.25315 2.38163
N -2.36645 -2.41311 3.70387
C -3.73624 -2.84370 4.36899
C -4.58945 -1.61077 4.42654
C -3.69359 -0.39871 4.25827
C -2.58481 -0.85391 3.33069
C -1.25638 -2.47379 4.76374
H 1.45311 -3.62383 0.21148
H 1.04444 -1.85975 0.19314
H 0.85067 -2.96852 -1.29613
H -0.94704 -4.05878 -0.01522
H -1.38593 -2.39798 -0.10838
H -0.36407 -2.00159 2.06944
H 0.09060 -3.58790 2.36144
H -2.15217 -4.30982 2.62824
H -2.94375 -3.05838 1.79102
H -3.54433 -3.25286 5.36089
H -4.16633 -3.64164 3.76366
H -5.15130 -1.65039 5.35974
H -5.28380 -1.61477 3.58633
H -3.37729 -0.06505 5.24657
H -4.32411 0.28533 3.69026
H -1.62095 -0.34496 3.33755
H -3.06476 -0.96141 2.35796
H -0.95633 -3.48010 5.05601
H -1.55948 -1.91477 5.64903
H -0.35934 -1.97892 4.39156
C -4.60775 3.28297 1.13269
C -4.50763 4.56590 2.00874
C -3.77765 4.32695 3.25171
C -2.21636 4.46040 3.08643
N -1.41938 4.14331 4.40606
C -1.67611 2.76423 5.07303
C -2.74258 2.99752 6.18862
C -2.22655 4.39186 6.68819
C -1.72797 5.19524 5.51102
C 0.07883 4.28139 4.05812
H -4.73575 2.40374 1.76409
H -3.70692 3.22713 0.52156
H -5.48204 3.04632 0.52631
H -5.57903 4.69953 2.15823
H -4.19764 5.40437 1.38506
H -4.09125 3.36118 3.64800
H -4.15908 4.93506 4.07196
H -1.82375 5.41779 2.74385
H -1.73020 3.66712 2.51859
H -0.72697 2.48999 5.53350
H -1.95668 2.03120 4.31669
H -2.88960 2.23134 6.94984
H -3.69051 3.28193 5.73186
H -1.40131 4.46890 7.39610
H -3.04942 4.93063 7.15797
H -0.87012 5.77486 5.85195
H -2.33899 6.00676 5.11582
H 0.31639 5.16074 3.45945
H 0.44829 3.43954 3.47254
H 0.71046 4.24481 4.94570
C 2.16822 4.84705 0.52287
C 3.59256 4.38314 0.25519
C 3.89367 4.95073 -1.25106
C 5.40823 4.88417 -1.52072
N 5.92387 5.77409 -2.63452
C 7.33515 5.49707 -3.07551
C 7.57647 6.37507 -4.29839
C 6.16501 6.34531 -4.93470
C 5.09625 5.70078 -3.96156
C 5.85728 7.28775 -2.16085
H 1.41968 4.53923 -0.20723
H 2.15516 5.89536 0.82114
H 1.78009 4.38251 1.42933
H 3.71234 3.30038 0.29247
H 4.28183 4.81789 0.97907
H 3.59157 5.99792 -1.26625
H 3.33087 4.38641 -1.99463
H 5.78185 3.88491 -1.74432
H 6.00541 5.29202 -0.70516
H 7.95010 5.66562 -2.19147
H 7.37466 4.41135 -3.16358
H 7.86399 7.40675 -4.09572
H 8.36232 5.92930 -4.90818
H 5.83629 7.34229 -5.22807
H 6.33779 5.70066 -5.79648
H 4.07960 6.04067 -3.76406
H 5.24706 4.65748 -4.23884
H 4.86911 7.59814 -1.82134
H 5.94455 8.04059 -2.94425
H 6.65739 7.36575 -1.42475
C 2.66740 -5.14466 3.89123
C 2.88261 -3.67041 4.12173
C 3.74737 -3.03667 3.03335
C 3.92377 -1.46084 3.40243
N 4.78891 -0.68797 2.38531
C 6.12402 -1.33169 2.04701
C 6.02183 -1.87417 0.60366
C 5.05841 -0.94148 -0.08038
C 4.04015 -0.59115 0.99357
C 5.03233 0.79752 2.91348
H 2.33298 -5.32141 2.86897
H 1.95680 -5.59732 4.58279
H 3.60788 -5.68742 3.98614
H 3.11764 -3.43276 5.15922
H 1.88272 -3.23683 4.13998
H 3.51015 -3.26805 1.99495
H 4.74202 -3.47888 3.09022
H 4.34064 -1.26681 4.39070
H 3.05896 -0.80270 3.31849
H 6.88903 -0.55534 2.05907
H 6.33090 -2.10285 2.78905
H 7.01516 -1.74764 0.17309
H 5.82061 -2.94347 0.53881
H 5.61623 -0.01318 -0.20365
H 4.66804 -1.20618 -1.06305
H 3.57000 0.37407 0.80535
H 3.29637 -1.38667 0.94835
H 4.14841 1.40716 3.10087
H 5.76739 1.27914 2.26864
H 5.58300 0.79096 3.85413
C -1.76123 -6.97003 -2.62941
C -1.05967 -5.53306 -2.69753
C -1.20335 -4.85502 -4.07802
C -2.59158 -4.49415 -4.46532
P -3.04519 -2.96162 -5.47385
C -2.13898 -3.19934 -7.00786
C -2.66333 -4.41375 -7.90053
C -1.71236 -4.67802 -9.04050
C -0.33372 -5.42609 -8.61813
C -2.59254 -1.40059 -4.69417
C -1.80625 -1.34186 -3.30296
C -2.15552 -0.14229 -2.35298
C -3.57027 -0.26181 -1.88654
C -4.86619 -3.07143 -5.79972
C -5.68277 -2.93428 -4.47592
C -7.17215 -2.92273 -4.91083
C -7.76707 -1.74300 -5.76578
H -1.71049 -7.18191 -1.56140
H -1.24944 -7.57281 -3.37963
H -2.78055 -6.99812 -3.01450
H 0.01040 -5.51482 -2.49082
H -1.57828 -4.82317 -2.05317
H -0.82706 -5.66848 -4.69833
H -0.52254 -4.00388 -4.06533
H -3.19996 -4.54692 -3.56245
H -2.90105 -5.37931 -5.02104
H -1.11744 -3.30892 -6.64378
H -2.15315 -2.26214 -7.56424
H -3.70223 -4.14638 -8.09368
H -2.77703 -5.36729 -7.38485
H -1.56567 -3.67197 -9.43349
H -2.20140 -5.28882 -9.79936
H -0.35626 -6.47744 -8.33131
H -0.02679 -4.91061 -7.70809
H 0.44230 -5.26298 -9.36599
H -3.45330 -0.73196 -4.70559
H -1.99866 -0.89535 -5.45584
H -0.74302 -1.36612 -3.54182
H -1.88607 -2.19518 -2.62948
H -2.08641 0.72089 -3.01498
H -1.53359 -0.23196 -1.46233
H -4.18606 -0.37161 -2.77920
H -3.89968 0.64439 -1.37822
H -3.83255 -1.08482 -1.22174
H -5.20373 -3.99948 -6.26111
H -5.09564 -2.24343 -6.47044
H -5.47746 -1.92295 -4.12496
H -5.45354 -3.67599 -3.71079
H -7.69938 -2.85752 -3.95905
H -7.33620 -3.79305 -5.54622
H -8.66830 -2.00942 -6.31795
H -7.08925 -1.65992 -6.61534
H -7.78996 -0.76226 -5.29066
C 1.18014 0.56891 5.92355
C 1.87002 1.48810 6.83056
O 3.11240 1.59606 6.99512
O 1.02980 2.20576 7.41178
H 0.39258 0.04390 6.46411
H 1.95647 -0.10725 5.56545
H 0.77328 1.16048 5.10343

# 2
239
Properties=species:S:1:pos:R:3 method="wB97M-V/def2-TZVPD" orbital_gap_ev=8.793 homo_energy_ev=-8.433 largest_force_ha_per_bohr=0.0866 molar_mass_da=1336.90 total_charge=0 lumo_energy_ev=0.4
C 15.86088 17.56546 18.01603
O 15.23642 16.91825 18.92044
N 15.41649 17.56148 16.73889
N 16.95258 18.27569 18.22847
H 15.63777 18.39146 16.18288
H 14.40216 17.30684 16.75741
H 17.59045 18.50079 17.43683
H 17.58309 18.17309 19.07919
C 11.15071 13.09011 16.58970
O 10.75518 12.30534 17.43627
N 11.78495 12.79331 15.41857
N 10.75664 14.38957 16.67129
H 12.09843 11.84606 15.39242
H 12.17114 13.57260 14.91239
H 10.46692 14.63299 17.56556
H 11.23302 15.11467 16.17748
C 11.95316 17.75871 17.41536
O 12.39558 17.27307 16.37857
N 10.63449 18.23677 17.45087
N 12.56390 17.81729 18.66050
H 10.28567 18.65452 16.58862
H 10.27993 18.66571 18.27056
H 11.94128 17.99112 19.42144
H 13.42792 17.24376 18.78225
C 15.92667 14.32892 21.14137
C 15.28388 13.28669 20.22346
C 13.86613 12.90281 20.70737
O 13.41786 11.81624 19.93941
C 13.13121 10.58804 20.58426
N 15.26012 13.79249 18.87967
H 15.29305 15.29138 21.06922
H 16.88004 14.53786 20.68830
H 15.96706 14.07367 22.19922
H 15.94023 12.34930 20.24488
H 13.16903 13.74001 20.54866
H 13.83514 12.59071 21.76115
H 12.19163 10.57413 21.11660
H 13.89492 10.25554 21.28395
H 13.03560 9.84521 19.78515
H 14.59136 13.19311 18.40173
H 14.89996 14.74438 18.65078
C 13.49608 17.41302 12.99732
C 12.61641 16.22130 13.32893
C 12.13591 15.42980 12.15390
O 13.30470 14.87388 11.56666
C 13.15752 13.94065 10.53979
N 13.21164 15.24480 14.29248
H 12.95456 18.13287 12.39089
H 14.36747 17.14726 12.45662
H 13.80788 17.89495 13.97672
H 11.71961 16.64135 13.79917
H 11.71972 16.10846 11.47269
H 11.48165 14.61357 12.30924
H 12.77228 13.01612 10.85638
H 14.13447 13.65312 10.27101
H 12.67347 14.41133 9.71485
H 14.13791 15.10970 13.88022
H 13.40034 15.76967 15.17492
C 9.57615 12.00507 21.64477
C 9.45512 13.28984 20.78752
C 8.62505 14.24147 21.56325
O 7.97316 15.25481 20.80243
C 6.85988 14.78374 20.17455
N 10.71963 13.88542 20.43701
H 10.28909 12.24035 22.44880
H 10.06675 11.28186 21.00862
H 8.66689 11.58621 22.00481
H 9.01669 13.14490 19.79662
H 9.17230 14.75534 22.32466
H 7.87417 13.64815 22.15537
H 7.03723 14.09262 19.32986
H 6.26984 15.71664 19.86373
H 6.25082 14.18070 20.86541
H 11.27919 13.25293 19.79634
H 11.33170 14.10484 21.21026
C 13.16216 20.58255 16.11776
C 12.78090 21.85791 16.85775
C 12.25327 23.03178 16.01590
O 13.31778 23.83234 15.57599
C 12.90185 24.82625 14.73501
N 11.66195 21.53429 17.74958
H 12.48109 20.20307 15.43210
H 13.47598 19.85590 16.83355
H 14.06356 20.90431 15.59367
H 13.71498 22.12995 17.38907
H 11.58870 23.65293 16.62790
H 11.64710 22.55285 15.26592
H 12.20990 24.59557 13.89450
H 13.81825 25.37142 14.30792
H 12.30252 25.61675 15.34732
H 11.19443 22.38547 18.09724
H 11.95137 20.93249 18.53063
C 21.32478 15.58113 21.53075
C 21.78374 16.33351 20.27859
C 20.75246 16.07737 19.13301
O 20.23017 14.75747 19.13803
C 19.32986 14.56530 18.07649
N 22.01446 17.80200 20.64930
H 21.29728 14.51052 21.33325
H 20.37828 15.97438 21.79752
H 22.00495 15.86951 22.33271
H 22.82340 16.03150 19.99829
H 21.17903 16.31276 18.17152
H 19.92689 16.78254 19.29695
H 19.21094 13.51632 17.80454
H 19.71912 15.05129 17.14133
H 18.44751 15.17113 18.29796
H 21.92030 18.40074 19.82416
H 21.38791 18.14562 21.34625
C 11.50020 17.36920 22.15847
C 10.78437 18.60532 21.64614
C 11.65443 19.82816 21.40995
O 11.95084 20.34639 22.69844
C 12.98754 21.24063 22.46520
N 9.98652 18.28400 20.41755
H 12.12300 17.64703 23.02153
H 12.27884 16.96270 21.44050
H 10.79147 16.61063 22.46485
H 10.09458 18.80281 22.44867
H 11.15896 20.62316 20.76310
H 12.50937 19.58922 20.79992
H 14.02587 20.81388 22.34826
H 13.00917 21.91694 23.34997
H 12.75380 21.84591 21.58811
H 9.12809 18.77915 20.41906
H 9.73640 17.28926 20.39897
C 16.46461 18.23066 22.11664
C 17.86563 18.42592 21.96024
C 18.62693 18.27754 23.21604
O 20.01718 18.22580 23.08960
C 20.53453 18.71681 24.34842
N 18.32059 17.51382 20.90719
H 16.15052 18.95508 22.88484
H 16.09410 17.19611 22.41314
H 15.83811 18.38188 21.21938
H 18.11364 19.45851 21.64606
H 18.27828 17.36230 23.74468
H 18.19525 19.11101 23.87142
H 20.18735 18.15813 25.23316
H 20.29741 19.76536 24.40951
H 21.63828 18.52983 24.31500
H 18.07776 16.59472 21.13568
H 19.33148 17.51669 20.85104
C 16.86114 16.24342 11.93288
O 16.18751 15.30769 12.80140
C 16.90355 15.24882 14.04303
C 16.48828 14.00208 14.75205
N 16.92028 12.74712 13.99519
C 16.42531 11.71821 14.88605
C 17.30611 11.55866 16.11464
O 18.71280 11.61248 15.86610
C 19.31154 10.45923 15.23465
H 16.41127 16.41198 10.98412
H 17.89232 15.91291 11.74906
H 16.86011 17.20027 12.49682
H 16.79450 16.13264 14.70165
H 17.95468 15.19654 13.77991
H 15.41722 14.10205 14.93370
H 17.04853 13.99479 15.67809
H 16.39813 12.76249 13.10936
H 16.41995 10.70260 14.35152
H 15.40470 11.86380 15.22985
H 16.98706 10.71198 16.66420
H 17.13149 12.39710 16.77758
H 20.40854 10.65600 15.17870
H 18.89796 10.14061 14.23841
H 19.26766 9.64993 15.94870
C 15.51720 20.96814 19.13409
O 16.48549 21.68571 19.77636
C 16.94152 22.90281 19.19580
C 15.88279 23.87255 18.77013
N 15.07994 24.32298 19.94852
C 14.09409 25.41620 19.55824
C 12.80625 25.01073 18.91618
O 12.13253 24.07073 19.75046
C 11.44008 24.72541 20.80354
H 14.52031 21.37396 19.18102
H 15.56868 19.97749 19.57056
H 15.81705 20.86173 18.10401
H 17.59924 22.63404 18.37630
H 17.57100 23.29799 19.95386
H 15.34876 23.43192 17.90094
H 16.51279 24.70958 18.45867
H 14.64289 23.47640 20.27821
H 14.68051 26.07201 18.97177
H 13.92349 25.98527 20.47469
H 13.07064 24.56636 17.94110
H 12.28782 25.93549 18.70464
H 10.82220 23.92826 21.19696
H 10.87599 25.53851 20.39555
H 12.17150 25.07467 21.55452
C 22.26118 21.79666 21.41741
O 21.04881 22.52866 21.49287
C 19.81560 21.81851 21.28408
C 18.82058 22.23644 22.26166
N 19.17660 21.74467 23.64233
C 18.08989 21.95651 24.58539
C 18.58148 21.58723 25.99248
O 19.38351 22.66106 26.42246
C 19.97082 22.40290 27.70951
H 22.61860 21.73180 22.42208
H 23.04540 22.36237 20.87163
H 22.09498 20.85638 20.92185
H 19.94502 20.75021 21.37455
H 19.59365 21.81825 20.18278
H 17.87868 21.81790 22.08476
H 18.73235 23.35534 22.34948
H 19.97891 22.27153 23.97403
H 17.33636 21.22136 24.24949
H 17.65445 22.92714 24.66439
H 19.36369 20.81427 25.78344
H 17.80354 21.21486 26.63895
H 20.85734 23.06672 27.71961
H 20.16318 21.30906 27.85507
H 19.36574 22.73111 28.53995
C 23.74946 18.99554 17.54794
O 22.37186 18.74486 17.47364
C 21.49952 19.88336 17.32234
C 20.04214 19.40929 17.43425
N 19.43538 18.41130 16.60941
C 19.79752 18.47301 15.16950
C 19.03768 19.62375 14.57080
O 19.11172 19.51241 13.12444
C 18.50008 20.63214 12.46550
H 24.05916 19.53154 18.47796
H 24.10507 19.55402 16.67147
H 24.20052 17.97847 17.43745
H 21.64301 20.46091 16.41863
H 21.59450 20.58265 18.14896
H 19.49838 20.36595 17.26319
H 19.85343 19.11146 18.44260
H 19.76591 17.50493 16.93485
H 19.46917 17.50113 14.81318
H 20.83917 18.61307 15.02344
H 19.47654 20.58534 14.85598
H 17.97140 19.57998 14.86169
H 18.58108 20.45715 11.40670
H 19.09021 21.52235 12.76062
H 17.47014 20.75862 12.78938